(1)
Entry from OMol25: a 13-piece molecular cluster, C45H115NO13 overall in a non-equilibrium geometry (ωB97M-V/def2-TZVPD).

Calculated values
* frontier orbital gap: 9.301 eV
* energy: -76633.9455 eV
* relative energy (zero: lowest compared OMol25 entry of this formula, charge and spin): 20.2 kcal/mol
* 2S+1: 1
* LUMO energy: 0.35 eV

Structure (XYZ):
```
174
C45H115NO13 | OMol25 | ωB97M-V/def2-TZVPD
H -0.622 4.294 -4.831
H -3.330 1.946 -0.133
C 3.375 3.506 4.637
H 0.354 4.809 1.469
H 3.623 3.542 2.416
C 2.819 -1.760 -3.509
C -1.046 4.156 -3.836
H 0.986 -0.846 -8.200
H -2.776 1.947 -1.781
H 0.967 -5.449 -0.643
H 1.816 6.864 2.385
H -0.481 4.839 -3.202
H -0.715 0.728 -2.632
H 0.459 -5.106 1.784
H 2.831 5.655 1.650
H 1.038 0.449 2.487
C -3.313 3.161 -4.651
C 0.332 0.890 5.541
C 1.577 -5.803 -1.474
H 2.596 -1.826 -2.444
H -4.340 3.334 1.855
H 1.153 -2.151 1.384
H 2.290 -2.583 -3.988
C -0.321 -5.808 2.081
N -1.667 -0.225 0.532
H 2.500 -7.565 -2.292
H -3.611 0.515 -1.159
C -0.620 1.960 -0.241
H -0.088 -1.117 -6.904
C 2.962 3.161 3.194
C -2.417 -4.294 -3.367
H 2.933 2.078 3.068
C 2.206 -7.172 -1.319
C -1.185 0.784 5.713
H 0.039 -2.320 0.070
H 0.081 -4.185 -2.810
H -3.706 5.007 4.187
C 1.150 5.045 -0.530
H -6.171 0.954 4.054
O -1.745 1.926 6.254
H 3.520 -1.651 2.294
O -3.004 4.387 -2.560
H -1.630 -5.995 0.224
O -0.140 6.579 0.697
H -1.198 2.789 0.167
C 0.439 -0.315 -7.421
C -1.246 -3.607 -4.050
H 1.351 1.116 -0.009
H 4.772 -0.069 -3.590
C -0.452 -0.583 1.326
C 2.576 -4.721 -1.754
H -1.987 -5.189 -2.918
C -1.045 -1.358 2.508
H -2.868 -3.669 -2.597
H -3.277 2.219 -4.104
H 2.438 5.503 4.929
C 1.390 0.285 -6.409
O 2.192 1.277 -7.032
H 3.921 5.599 4.100
C 4.447 -1.258 0.290
C -2.545 4.255 -3.876
C -1.604 -5.719 1.278
H -4.548 -1.016 3.980
H -0.778 3.126 -3.601
H -1.780 -0.628 -2.365
C 5.049 -2.070 -4.894
H -4.260 -1.774 2.306
H 3.818 5.330 5.870
H -1.694 4.757 2.366
H 3.585 -1.377 -0.366
H -1.898 -1.803 -0.418
H -2.814 5.162 -4.416
H 5.522 -1.470 -1.256
H 2.411 -0.792 -3.801
C -0.641 -5.682 3.571
H -1.643 -2.698 -4.501
O 0.137 -7.122 1.846
H -1.256 -0.700 7.455
H -3.230 -4.622 -4.016
H -7.276 0.741 2.741
C -0.729 -4.537 -5.125
H -1.761 3.046 2.684
H 1.520 -7.873 -0.843
C 4.565 0.270 0.547
H 5.251 3.882 4.864
H 1.135 1.269 -4.494
H 3.754 0.570 1.210
H -3.487 2.326 3.585
H 1.139 2.511 1.046
C 0.208 0.713 1.832
H -1.493 -1.294 5.857
O 0.738 -5.804 -2.562
H 4.865 -3.093 -5.222
C -2.906 1.307 -0.908
H -0.210 -0.726 -1.664
C 0.580 -1.577 0.656
H -0.227 2.462 -1.125
O 5.658 -1.635 -0.320
H -5.349 4.304 2.788
H -2.369 -6.418 1.615
H 3.089 -7.167 -0.680
C -1.651 -0.414 6.480
C -3.377 4.160 3.586
C -1.008 -0.019 -1.894
H -2.847 2.921 -5.606
H -1.434 -2.337 2.231
H -6.189 2.102 2.663
C 0.823 5.571 0.846
H 2.741 -4.747 -2.831
H 4.488 -2.781 -2.981
H 0.188 -5.961 4.222
H 0.244 4.758 -1.064
H 3.561 -2.987 1.398
H -0.538 -5.576 -4.855
H -0.180 0.234 -4.816
H 2.786 2.945 5.363
H 1.301 -1.080 0.007
H 5.141 -2.390 1.993
H -5.404 0.084 1.216
H -0.551 1.286 2.365
H 4.679 -1.343 -5.616
C -4.321 4.261 2.428
H 3.561 -4.815 -1.296
H 6.109 -1.899 -4.702
C 4.349 -1.876 -3.573
C 0.491 0.938 -5.309
O -2.420 -1.342 0.244
H -2.734 -0.379 6.593
H 1.032 -7.313 2.136
H -1.272 4.158 3.962
H -1.321 -6.483 3.862
H 4.426 0.719 -0.436
H -4.108 5.083 1.744
H 1.821 4.187 -0.492
H -2.448 2.211 5.665
H 2.017 -0.470 -5.935
H -2.000 -4.725 1.486
C -5.174 0.190 2.276
H 0.823 0.984 6.510
H 0.506 1.781 4.937
H 1.614 1.974 -7.352
H 1.990 3.593 2.956
C 2.003 6.334 1.451
H -0.053 1.791 -5.713
C -6.260 1.060 2.973
O -3.589 2.977 4.283
H 1.666 5.790 -1.136
H -5.830 -1.726 3.031
O 4.719 3.124 4.614
H -1.099 -4.751 3.905
H -3.946 4.205 -2.598
H -0.566 6.480 -0.158
H 2.143 -3.783 -1.409
H -0.273 -1.593 3.241
H -3.351 0.580 1.799
C 4.183 -2.106 1.558
O -0.210 -3.322 -3.114
H -0.228 0.432 -7.852
H -4.323 3.505 -4.872
C 3.425 5.042 4.895
H -1.771 -0.758 3.057
O 4.936 -0.727 -2.911
C -4.894 -1.173 2.958
H 0.164 -6.553 -2.386
H 0.711 0.016 5.011
H 5.506 0.681 0.913
H 2.350 7.109 0.767
O -4.002 0.882 2.437
H 0.197 -4.282 -5.641
C 0.636 1.642 0.623
H -1.729 0.685 4.774
C -1.958 4.022 3.126
H -1.418 -4.626 -5.964
C -1.503 0.728 -0.620
```

Here are the Löwdin charges for atoms 1 to 2, given in e:
1 H 0.080
2 H 0.077

=====

(2)
Entry from OMol25: C45H120F3MnN10O13 as an isolated structure in a non-equilibrium geometry (ωB97M-V/def2-TZVPD).

Calculated values
* frontier orbital gap (alpha / beta): 7.825 / 7.324 eV
* energy: -129590.8825 eV
* net charge: +1
* relative energy (zero: lowest compared OMol25 entry of this formula, charge and spin): 0.0 kcal/mol
* 2S+1: 6
* LUMO energy (alpha / beta): -2.43 / -2.93 eV

Structure (XYZ):
```
192
C45H120F3MnN10O13 | OMol25 | ωB97M-V/def2-TZVPD
O -1.080 -8.584 -21.663
F 0.315 -13.448 -22.043
H 5.117 -12.790 -28.431
H 5.112 -15.038 -17.884
N -2.709 -17.696 -15.957
H 1.292 -14.723 -24.069
H 3.379 -10.056 -18.037
O 3.818 -11.352 -29.157
H 5.876 -3.707 -19.101
C -1.303 -18.028 -16.230
H -2.515 -11.167 -20.446
N -3.665 -20.242 -21.146
C -4.843 -18.605 -19.696
H -2.146 -18.178 -20.398
H 3.720 -15.454 -15.011
H 3.653 -11.161 -23.657
H -1.698 -10.982 -23.452
H -0.897 -8.540 -23.773
H 3.717 -11.165 -31.160
Mn 0.577 -8.531 -20.141
H -1.620 -18.073 -18.352
H 3.112 -13.450 -22.073
H -2.810 -16.698 -15.814
H 8.393 -13.252 -20.303
C 9.158 -15.126 -20.974
H -5.241 -17.590 -19.682
H 10.106 -14.656 -21.271
C -0.326 -8.789 -22.876
C 3.072 -16.062 -23.140
H 4.576 -12.623 -23.504
O -3.263 -16.562 -21.109
C 1.078 -17.364 -18.951
C 3.179 -8.986 -18.110
O 3.750 -14.098 -16.607
H 2.258 -17.247 -26.266
C 5.522 -8.799 -21.677
C 7.398 -11.856 -23.940
H 9.183 -12.826 -22.512
H 6.726 -11.046 -24.211
H -0.149 -19.872 -16.310
C 1.402 -11.857 -20.555
O 2.197 -11.665 -21.722
H 6.545 -14.331 -19.855
H -5.641 -19.347 -19.698
H 2.708 -12.527 -30.535
H 4.800 -5.853 -19.057
H 3.450 -8.580 -17.134
C 4.200 -11.765 -22.938
H -1.040 -16.529 -17.733
H 4.088 -13.932 -25.970
H 2.844 -7.925 -24.123
O 5.016 -7.601 -21.139
H 3.426 -4.230 -20.180
N 7.235 -13.528 -17.490
H 5.587 -14.927 -16.213
N 6.769 -14.629 -20.801
H 4.104 -15.809 -23.412
C 5.907 -6.630 -20.669
H 4.027 -16.065 -20.659
H -2.827 -7.869 -20.960
H -3.019 -12.303 -19.165
H 1.497 -16.438 -18.542
C -2.053 -11.519 -24.334
H -0.715 -17.513 -15.461
N 1.825 -8.420 -21.814
H 7.011 -4.758 -19.211
H 0.621 -6.914 -22.638
H -1.153 -13.264 -23.756
N -1.004 -8.471 -18.570
H 1.315 -16.963 -23.773
C -2.759 -11.263 -19.387
H 2.050 -12.010 -19.686
H 6.409 -6.185 -21.542
C 4.211 -12.226 -28.144
H 5.462 -9.595 -20.931
H -3.838 -11.453 -25.650
H 5.773 -12.622 -16.138
H 2.034 -9.423 -21.882
C 3.632 -11.957 -30.418
C 4.108 -4.836 -20.793
H 1.694 -9.129 -24.434
O 1.777 -8.715 -18.302
H 3.066 -16.041 -16.599
H -4.221 -11.346 -23.946
C -0.912 -17.621 -17.646
F -0.729 -12.917 -20.267
H 9.377 -15.439 -19.953
C 3.408 -12.437 -21.796
O 0.400 -17.998 -17.894
H -4.576 -10.559 -19.288
C 5.412 -12.189 -18.265
H 4.435 -4.110 -21.537
H 4.309 -17.900 -20.763
H -1.763 -9.128 -18.376
O 7.156 -12.431 -22.637
H 1.540 -8.446 -16.237
N 6.217 -4.410 -19.752
H 1.564 -11.648 -27.331
C 2.801 -17.355 -25.324
H 5.060 -11.240 -22.540
H 1.408 -7.656 -25.130
H 4.845 -9.043 -22.499
H 7.680 -13.880 -16.643
C -0.309 -8.061 -17.312
C 1.764 -8.057 -24.178
H -0.113 -9.857 -22.913
C -3.466 -11.069 -24.693
H -1.639 -7.699 -18.800
C 8.114 -14.017 -21.036
H 0.888 -15.362 -25.438
H 4.002 -12.528 -20.883
H -2.412 -14.733 -21.084
C 3.152 -15.203 -15.910
O 3.234 -17.187 -22.272
C -4.126 -18.842 -21.024
C 4.220 -16.946 -21.277
C -2.896 -17.919 -21.160
C -4.601 -8.941 -24.978
N 1.725 -15.172 -24.880
H -1.142 -19.770 -14.882
H 2.463 -13.475 -28.447
H 2.695 -7.890 -21.830
H -1.556 -12.046 -26.338
C -2.078 -15.763 -20.985
C 5.071 -14.371 -17.015
H 3.704 -8.504 -18.928
H -4.446 -7.904 -24.697
H 7.134 -12.616 -24.686
C 2.149 -12.382 -26.773
H 5.182 -16.753 -21.765
H -0.152 -11.748 -25.434
C 5.225 -5.437 -19.988
C 8.222 -13.339 -22.392
C -1.176 -11.387 -25.553
H 1.452 -13.089 -26.322
H -2.341 -18.217 -22.066
O 0.864 -10.629 -20.234
C -1.113 -19.518 -15.946
C 0.503 -13.102 -20.783
H 2.682 -18.404 -25.048
H -1.934 -20.120 -16.345
H -1.186 -10.392 -26.004
H -4.977 -9.066 -26.000
C -1.277 -8.383 -16.159
H -2.774 -13.128 -23.342
H 6.685 -7.003 -19.993
H -5.371 -9.407 -24.351
H -3.085 -18.140 -15.131
H -4.199 -18.692 -18.820
C 3.151 -13.192 -27.647
H -0.180 -6.979 -17.397
H 2.913 -14.824 -26.554
H -4.837 -18.751 -21.847
H -1.551 -9.440 -16.123
H -2.156 -7.746 -16.208
F 1.012 -14.102 -20.038
C -2.248 -7.816 -21.888
H -1.360 -16.088 -21.740
H 8.902 -15.969 -21.609
H 8.468 -11.673 -24.009
H 2.223 -14.773 -15.542
H 6.503 -8.801 -22.158
H 2.686 -11.872 -25.967
H -1.656 -15.871 -19.981
N 3.720 -14.278 -26.851
O -3.729 -10.366 -18.876
H 5.765 -11.176 -18.043
O -3.387 -9.661 -24.897
H -2.669 -20.231 -20.921
C 5.895 -13.090 -17.121
H -3.633 -20.601 -22.094
C 0.953 -7.919 -22.918
H 7.833 -12.756 -17.769
H 0.400 -17.086 -19.766
H 2.614 -15.261 -22.550
H 5.746 -12.530 -19.241
H -2.117 -6.762 -22.136
H -0.776 -8.296 -15.188
H 4.666 -11.683 -27.305
H 3.855 -17.154 -25.504
C 2.159 -16.475 -24.272
H 6.170 -14.032 -21.377
H 1.864 -17.971 -19.393
H 3.395 -5.574 -21.174
N -2.069 -12.979 -24.059
H 4.322 -12.099 -18.250
C 0.988 -8.796 -17.108
H 0.720 -9.859 -17.038
H -2.953 -8.269 -22.590
H 4.479 -12.634 -30.594
H 8.239 -14.102 -23.184
H -1.824 -11.165 -18.832
```

Here are the Löwdin charges for atoms 1 to 2, given in e:
1 O -0.257
2 F 0.159